Entry 1:
C24H71F6N5O9P | the ωB97M-V functional and the def2-TZVPD basis

Structure (ORCA input):
```
! RIJCOSX wB97M-V def2-TZVPD def2/J DEFGRID3
* xyz -1 1
P 0.005 1.313 0.284
F 1.291 0.315 -0.178
F -0.728 0.861 -1.103
F -0.498 -0.157 0.876
F -1.357 2.152 0.639
F 0.628 1.488 1.776
F 0.685 2.643 -0.331
C -6.299 -0.143 4.589
O -6.270 -0.159 3.150
H -5.296 -0.481 4.851
H -6.491 0.862 4.964
H -7.091 -0.819 4.913
H -5.444 0.209 2.829
C -1.748 -5.386 4.602
O -2.521 -6.285 3.776
H -2.116 -4.421 4.254
H -1.932 -5.503 5.670
H -0.687 -5.546 4.410
H -2.635 -5.839 2.934
C -5.219 1.130 -5.749
O -6.131 0.913 -6.831
H -5.546 0.649 -4.828
H -4.230 0.756 -6.015
H -5.263 2.209 -5.599
H -6.950 0.666 -6.397
C 8.485 -0.513 -0.153
O 7.856 0.778 -0.244
H 8.202 -1.086 -1.035
H 9.544 -0.256 -0.200
H 8.336 -1.067 0.774
H 6.957 0.751 0.091
C 7.134 -6.420 9.806
C 6.113 -5.296 9.971
C 5.915 -4.203 8.930
O 5.401 -4.653 7.677
C 4.827 -3.673 6.866
N 4.921 -6.099 10.307
H 8.139 -6.006 9.726
H 7.182 -7.020 8.897
H 7.170 -7.069 10.681
H 6.336 -4.761 10.894
H 6.820 -3.608 8.807
H 5.212 -3.464 9.315
H 3.913 -3.265 7.297
H 4.529 -4.219 5.971
H 5.524 -2.845 6.741
H 4.443 -6.347 9.452
H 4.315 -5.413 10.734
C 0.167 5.881 -6.792
C 1.641 6.219 -6.441
C 1.858 7.554 -5.543
O 0.903 8.632 -5.791
C 1.277 9.562 -6.722
N 2.309 5.057 -5.858
H -0.386 6.633 -7.356
H -0.372 5.754 -5.854
H 0.072 4.894 -7.246
H 2.050 6.466 -7.421
H 2.880 7.823 -5.810
H 2.005 7.303 -4.493
H 0.425 10.224 -6.881
H 1.497 9.053 -7.661
H 1.989 10.279 -6.314
H 3.290 5.167 -5.640
H 1.867 4.963 -4.955
C -2.417 7.340 4.826
C -3.505 8.225 4.227
C -3.465 8.327 2.689
O -2.534 9.341 2.477
C -2.400 9.500 1.070
N -4.791 7.827 4.822
H -2.345 6.298 4.514
H -2.411 7.340 5.916
H -1.401 7.718 4.709
H -3.300 9.232 4.589
H -4.493 8.575 2.424
H -3.225 7.313 2.369
H -1.841 8.680 0.620
H -1.702 10.299 0.820
H -3.343 9.678 0.552
H -4.984 6.866 4.580
H -4.687 7.870 5.826
C 5.698 -5.569 -5.570
C 5.979 -4.343 -4.653
C 5.738 -3.004 -5.462
O 6.879 -2.722 -6.178
C 7.102 -1.318 -6.584
N 5.262 -4.490 -3.376
H 4.652 -5.510 -5.869
H 5.805 -6.549 -5.106
H 6.360 -5.410 -6.422
H 7.019 -4.197 -4.361
H 5.579 -2.270 -4.671
H 4.859 -2.996 -6.106
H 7.468 -0.840 -5.675
H 6.176 -0.827 -6.886
H 7.799 -1.163 -7.407
H 4.973 -3.624 -2.944
H 4.517 -5.153 -3.534
C -6.653 -6.401 -2.671
C -7.201 -5.207 -1.847
C -8.512 -5.456 -1.056
O -9.536 -5.780 -1.979
C -10.668 -6.472 -1.428
N -6.061 -4.799 -0.979
H -7.194 -6.450 -3.616
H -6.882 -7.330 -2.148
H -5.593 -6.433 -2.922
H -7.355 -4.407 -2.571
H -8.953 -4.506 -0.758
H -8.370 -6.220 -0.292
H -11.308 -6.946 -2.171
H -11.277 -5.657 -1.037
H -10.489 -7.193 -0.630
H -6.463 -3.982 -0.541
H -5.406 -4.337 -1.593
*
```

Highest occupied orbital energy in eV: -7.522
E_LUMO in eV: 2.10
Calculated total energy in eV: -77510.899
Kohn-Sham gap in eV: 9.62
Energy relative to the best compared isomer or geometry (same formula, charge and spin) in kcal per mole: 134.2
M in g mol⁻¹: 718.82

***

Entry 2:
C28H43IN6PZr | the ωB97M-V functional and the def2-TZVPD basis

Structure (ORCA input):
```
! RIJCOSX wB97M-V def2-TZVPD def2/J DEFGRID3
* xyz 1 1
Zr -0.544 0.316 -2.294
C -2.302 -2.393 -3.117
N -1.058 -1.627 -3.301
C -0.080 -2.159 -3.976
C 1.161 -1.501 -4.078
C 2.320 -1.826 -4.777
C 3.219 -0.781 -4.558
C 2.572 0.126 -3.725
N 1.328 -0.292 -3.408
C -2.404 -2.965 -1.725
C -1.628 -4.063 -1.360
C -1.701 -4.584 -0.078
C -2.552 -4.005 0.856
C -3.325 -2.910 0.502
C -3.251 -2.394 -0.785
H -2.336 -3.188 -3.866
H -3.144 -1.725 -3.299
H -0.209 -3.126 -4.462
H 2.472 -2.706 -5.381
H 4.213 -0.677 -4.958
H 2.956 1.071 -3.375
H -0.972 -4.530 -2.088
H -1.107 -5.449 0.189
H -2.619 -4.417 1.855
H -3.994 -2.458 1.223
H -3.845 -1.530 -1.056
N -1.285 0.106 -0.509
P -0.213 0.529 0.543
N -0.741 1.622 1.651
C -1.987 2.352 1.309
C -1.906 3.800 1.779
C -1.240 3.894 3.162
C -1.320 2.548 3.871
C -0.500 1.514 3.107
N 0.527 -0.745 1.260
C 1.547 -0.763 2.315
C 1.137 -1.717 3.443
C 0.304 -2.875 2.886
C 0.791 -3.204 1.482
C 0.473 -2.044 0.532
N 0.963 1.299 -0.530
C 0.779 2.762 -0.771
C 1.476 3.651 0.254
C 2.959 3.312 0.340
C 3.114 1.831 0.662
C 2.400 0.975 -0.377
H -2.835 1.841 1.772
H -2.159 2.288 0.237
H -2.921 4.198 1.813
H -1.356 4.402 1.052
H -1.702 4.677 3.761
H -0.186 4.166 3.054
H -2.360 2.229 3.964
H -0.921 2.613 4.884
H -0.718 0.502 3.459
H 0.553 1.728 3.308
H 1.719 0.234 2.701
H 2.493 -1.090 1.870
H 0.586 -1.180 4.216
H 2.048 -2.098 3.910
H -0.752 -2.594 2.838
H 0.374 -3.744 3.539
H 0.303 -4.097 1.093
H 1.864 -3.407 1.504
H -0.530 -2.169 0.126
H 1.190 -2.034 -0.302
H -0.290 2.982 -0.812
H 1.196 2.976 -1.763
H 1.009 3.505 1.231
H 1.322 4.693 -0.033
H 3.445 3.925 1.100
H 3.450 3.536 -0.613
H 2.707 1.642 1.659
H 4.166 1.538 0.685
H 2.498 -0.088 -0.166
H 2.874 1.147 -1.343
I -3.501 1.537 -3.071
C -1.420 2.051 -3.403
H -1.315 3.104 -3.156
H -1.282 1.932 -4.481
*
```

Highest occupied orbital energy in eV: -10.946
E_LUMO in eV: -2.91
Calculated total energy in eV: -57342.633
Kohn-Sham gap in eV: 8.03
Energy relative to the best compared isomer or geometry (same formula, charge and spin) in kcal per mole: 12.0
M in g mol⁻¹: 712.80

***

Entry 3:
C29H55BN3O5PSi | the ωB97M-V functional and the def2-TZVPD basis

Structure (ORCA input):
```
! RIJCOSX wB97M-V def2-TZVPD def2/J DEFGRID3
* xyz 0 3
C 3.391 1.149 0.921
B 4.533 0.209 0.431
O 5.454 -0.279 1.346
Si 4.695 -0.282 -1.543
C 3.161 -1.195 -2.195
C 2.958 -1.243 -3.723
C 3.307 0.054 -4.403
O 4.408 0.279 -4.832
N 2.254 0.978 -4.518
C 2.314 2.220 -3.815
C 3.378 3.106 -4.020
C 3.419 4.305 -3.305
C 2.388 4.648 -2.420
C 1.312 3.771 -2.243
C 1.280 2.558 -2.933
P 6.612 -1.432 -1.840
C 6.649 -1.851 -3.638
O 7.689 -0.156 -1.744
H 3.864 2.038 1.352
H 2.799 0.682 1.707
H 2.741 1.498 0.119
H 6.267 0.234 1.388
H 4.828 1.025 -2.261
H 3.206 -2.231 -1.852
H 2.285 -0.756 -1.711
H 1.912 -1.477 -3.936
H 3.567 -2.031 -4.161
H 1.366 0.530 -4.338
H 4.160 2.823 -4.708
H 4.255 4.974 -3.458
H 2.423 5.582 -1.879
H 0.505 4.014 -1.567
H 0.442 1.888 -2.784
H 7.076 -2.845 -3.755
H 5.674 -1.797 -4.114
H 7.290 -1.136 -4.152
H 7.369 0.603 -2.248
C -4.833 4.130 0.640
C -3.887 3.621 -0.469
C -4.536 2.475 -1.254
C -4.607 1.159 -0.481
C -3.229 0.778 0.052
C -2.578 1.878 0.883
N -2.580 3.160 0.105
O -1.627 3.197 -0.756
C -3.298 2.018 2.232
C -1.139 1.506 1.190
C -3.605 4.784 -1.410
H -5.368 5.013 0.295
H -5.582 3.393 0.930
H -4.280 4.419 1.532
H -3.963 2.314 -2.172
H -5.535 2.796 -1.557
H -5.328 1.230 0.337
H -4.973 0.370 -1.140
H -3.293 -0.120 0.671
H -2.575 0.537 -0.793
H -2.909 2.871 2.790
H -3.118 1.115 2.817
H -4.375 2.130 2.144
H -0.578 1.282 0.288
H -1.143 0.617 1.825
H -0.629 2.312 1.718
H -3.088 5.592 -0.890
H -4.557 5.164 -1.782
H -2.998 4.483 -2.261
C -2.294 -5.542 2.502
C -2.164 -4.146 1.854
C -0.811 -3.993 1.153
C 0.368 -3.837 2.111
C 0.114 -2.704 3.102
C -1.207 -2.850 3.858
N -2.320 -3.057 2.873
O -2.702 -1.953 2.347
C -1.121 -4.003 4.867
C -1.501 -1.583 4.649
C -3.284 -4.003 0.831
H -2.853 -6.205 1.843
H -1.331 -6.014 2.690
H -2.839 -5.493 3.443
H -0.853 -3.114 0.502
H -0.665 -4.860 0.505
H 0.563 -4.773 2.641
H 1.272 -3.621 1.538
H 0.924 -2.645 3.832
H 0.108 -1.752 2.560
H -2.093 -4.186 5.326
H -0.422 -3.728 5.656
H -0.766 -4.935 4.437
H -1.479 -0.696 4.021
H -0.742 -1.472 5.424
H -2.479 -1.640 5.129
H -4.261 -4.046 1.313
H -3.209 -4.828 0.123
H -3.215 -3.069 0.279
*
```

Highest occupied orbital energy (alpha / beta) in eV: -8.053 / -8.053
E_LUMO (alpha / beta) in eV: 0.28 / 0.23
Calculated total energy in eV: -63514.241
Kohn-Sham gap (alpha / beta) in eV: 8.34 / 8.28
Energy relative to the best compared isomer or geometry (same formula, charge and spin) in kcal per mole: 0.0
M in g mol⁻¹: 595.65
Expectation value of S²: 2.008

***

Entry 4:
C15H19ClN2O3 | the ωB97M-V functional and the def2-TZVPD basis

Structure (ORCA input):
```
! RIJCOSX wB97M-V def2-TZVPD def2/J DEFGRID3
* xyz 0 1
C -0.413 -2.194 6.364
C -0.027 -2.331 4.987
O -1.062 -1.387 4.043
C -0.686 -1.472 2.715
O 0.192 -2.121 2.210
C -1.732 -0.691 1.918
C -2.006 -1.179 0.487
C -0.893 -0.789 -0.576
N -0.996 0.836 -0.468
C -0.063 1.367 -1.429
O -0.242 2.627 -1.508
N 0.641 0.757 -2.369
C 1.167 1.214 -3.414
C 1.954 0.198 -4.228
C 2.545 0.304 -5.361
C 2.706 1.782 -5.835
C 1.819 2.712 -5.188
Cl 2.057 4.402 -5.650
C 1.409 2.416 -4.017
C -1.247 1.561 0.631
C -0.959 0.630 1.894
H -1.251 -2.512 6.457
H -0.426 -1.196 6.611
H 0.347 -2.822 6.827
H 1.020 -2.039 4.865
H -0.043 -3.305 4.519
H -2.715 -0.651 2.525
H -2.037 -2.219 0.628
H -2.796 -0.905 0.157
H -1.163 -1.051 -1.411
H 0.196 -1.323 -0.101
H 0.653 -0.490 -2.201
H 1.817 -0.766 -3.847
H 3.089 -0.354 -5.892
H 2.977 1.825 -6.892
H 0.779 3.072 -3.404
H -2.401 1.594 0.633
H -0.990 2.573 0.615
H 0.010 0.621 1.884
H -1.229 1.303 2.822
*
```

Highest occupied orbital energy in eV: -7.895
E_LUMO in eV: 0.37
Calculated total energy in eV: -37498.412
Kohn-Sham gap in eV: 8.27
Energy relative to the best compared isomer or geometry (same formula, charge and spin) in kcal per mole: 275.8
SMILES: CCOC(=O)C1CCN(C(=O)Nc2cccc(Cl)c2)CC1
M in g mol⁻¹: 310.78

***

Entry 5:
C5H11NO2 | the ωB97M-V functional and the def2-TZVPD basis

Structure (ORCA input):
```
! RIJCOSX wB97M-V def2-TZVPD def2/J DEFGRID3
* xyz 0 1
C 0.732 1.097 -2.108
N 0.756 0.745 -0.718
C -0.443 0.494 -0.013
C -1.073 1.512 0.964
O -1.193 2.594 0.496
C 0.108 -0.762 0.961
C -0.041 -2.073 0.244
O -0.629 -0.803 2.158
H -0.205 1.654 -2.326
H 0.884 0.191 -2.704
H 1.646 1.646 -2.361
H 1.306 1.449 -0.278
H -1.332 0.164 -0.652
H -1.093 1.338 1.945
H 1.098 -0.471 1.280
H -1.084 -2.275 -0.090
H 0.635 -2.132 -0.623
H 0.308 -2.735 1.093
H -0.380 -1.633 2.731
*
```

Highest occupied orbital energy in eV: -8.406
E_LUMO in eV: 0.80
Calculated total energy in eV: -10945.883
Kohn-Sham gap in eV: 9.20
Energy relative to the best compared isomer or geometry (same formula, charge and spin) in kcal per mole: 78.0
SMILES: CN[C@H](C=O)[C@H](C)O
M in g mol⁻¹: 117.15

***

Entry 6:
C7H14N2 | the ωB97M-V functional and the def2-TZVPD basis

Structure (ORCA input):
```
! RIJCOSX wB97M-V def2-TZVPD def2/J DEFGRID3
* xyz 0 1
C 0.343 -2.524 1.184
C 1.031 -1.524 0.476
C 0.594 -0.650 -0.534
N 1.668 0.105 -1.004
C 2.727 -0.364 -0.216
N 2.422 -1.275 0.664
H -0.008 -2.366 2.187
H 0.918 -3.451 1.364
H -0.562 -2.600 0.716
H -0.395 -0.714 -1.053
H 1.768 0.768 -1.667
H 3.753 -0.178 -0.406
C -2.709 2.874 -0.659
C -2.473 1.390 -0.686
C -2.049 1.111 0.781
H -1.786 3.510 -0.551
H -3.230 3.041 0.413
H -3.184 3.371 -1.576
H -3.380 0.856 -1.018
H -1.655 1.214 -1.469
H -2.722 0.288 1.175
H -0.980 0.692 0.736
H -1.950 1.886 1.461
*
```

Highest occupied orbital energy in eV: -8.360
E_LUMO in eV: 0.87
Calculated total energy in eV: -10464.318
Kohn-Sham gap in eV: 9.23
Energy relative to the best compared isomer or geometry (same formula, charge and spin) in kcal per mole: 47.3
SMILES: Cc1c[nH]cn1.CCC
M in g mol⁻¹: 126.20

***

Entry 7:
C20H49FN3O18P2S5 | the ωB97M-V functional and the def2-TZVPD basis

Structure (ORCA input):
```
! RIJCOSX wB97M-V def2-TZVPD def2/J DEFGRID3
* xyz -1 1
C 1.844 -0.774 -1.046
P 0.520 -0.805 -2.419
C 0.862 0.427 -3.830
N -1.141 -0.748 -1.801
O -1.085 -1.374 -0.587
C -0.935 -2.829 -0.749
N -0.834 -4.115 -0.820
C -1.631 0.644 -1.482
F -1.902 1.486 -2.708
P -0.612 1.578 -0.148
N 0.745 2.263 -0.702
C -3.144 0.431 -0.798
O -3.999 -0.324 -1.537
O -3.556 1.040 0.481
H 1.420 -0.535 0.038
H 2.712 -0.019 -1.316
H 2.344 -1.855 -1.026
H -0.144 0.639 -4.414
H 1.212 1.470 -3.402
H 1.616 -0.035 -4.615
H -0.333 0.686 0.986
H -1.452 2.642 0.356
H 0.605 3.304 -0.547
O -2.066 -1.449 4.307
S -3.391 -1.979 4.067
O -4.396 -2.035 5.108
O -3.258 -3.454 3.388
C -2.464 -4.435 4.038
C -3.207 -5.067 5.200
C -4.086 -1.150 2.660
H -1.508 -4.012 4.363
H -2.239 -5.207 3.295
H -3.359 -4.346 6.007
H -2.644 -5.914 5.603
H -4.196 -5.415 4.886
H -3.358 -1.162 1.847
H -4.308 -0.120 2.950
H -5.005 -1.660 2.367
O -3.972 -7.974 5.116
S -5.298 -8.504 4.877
O -6.303 -8.561 5.917
O -5.165 -9.979 4.197
C -4.370 -10.960 4.847
C -5.113 -11.592 6.009
C -5.993 -7.675 3.470
H -3.414 -10.537 5.172
H -4.145 -11.732 4.104
H -5.265 -10.871 6.817
H -4.550 -12.439 6.412
H -6.103 -11.940 5.695
H -5.264 -7.687 2.657
H -6.214 -6.645 3.759
H -6.912 -8.185 3.176
O -2.531 -0.582 -5.485
S -3.778 -0.224 -6.129
O -4.655 -1.218 -6.710
O -3.488 0.932 -7.240
C -2.493 0.697 -8.226
C -3.013 -0.199 -9.334
C -4.725 0.777 -5.011
H -1.586 0.282 -7.774
H -2.227 1.671 -8.649
H -3.194 -1.214 -8.966
H -2.290 -0.260 -10.153
H -3.964 0.177 -9.724
H -4.087 1.571 -4.619
H -5.072 0.138 -4.196
H -5.580 1.194 -5.547
O 4.545 2.653 -1.227
S 5.771 2.939 -0.511
O 6.736 1.908 -0.198
O 5.409 3.750 0.856
C 4.456 3.193 1.748
C 5.068 2.093 2.595
C 6.613 4.264 -1.338
H 3.577 2.832 1.204
H 4.120 4.003 2.403
H 5.323 1.223 1.983
H 4.368 1.768 3.370
H 5.992 2.436 3.070
H 5.905 5.076 -1.518
H 6.995 3.883 -2.288
H 7.441 4.603 -0.713
O 7.621 8.912 -2.128
S 7.922 8.839 -0.714
O 7.894 7.589 0.014
O 7.006 9.928 0.080
C 5.599 9.903 -0.109
C 4.951 8.801 0.709
C 9.490 9.620 -0.429
H 5.349 9.807 -1.171
H 5.214 10.871 0.227
H 5.236 7.814 0.333
H 3.861 8.878 0.666
H 5.271 8.853 1.754
H 9.494 10.595 -0.921
H 10.268 8.983 -0.855
H 9.643 9.726 0.647
*
```

Highest occupied orbital energy in eV: -5.028
E_LUMO in eV: 1.40
Calculated total energy in eV: -138321.220
Kohn-Sham gap in eV: 6.43
M in g mol⁻¹: 860.90

***

Entry 8:
C4H11N2O | the ωB97M-V functional and the def2-TZVPD basis

Structure (ORCA input):
```
! RIJCOSX wB97M-V def2-TZVPD def2/J DEFGRID3
* xyz 1 1
C 2.307 1.924 -0.127
C 1.763 0.539 -0.511
N 0.890 0.019 0.535
C -0.296 -0.565 0.438
O -0.901 -1.124 1.328
C -1.049 -0.473 -0.925
N -2.485 -0.460 -0.485
H 2.837 1.913 0.826
H 3.049 2.227 -0.858
H 1.455 2.594 -0.034
H 1.215 0.647 -1.440
H 2.596 -0.140 -0.688
H 1.292 -0.045 1.461
H -0.829 0.434 -1.472
H -0.920 -1.292 -1.621
H -3.029 0.395 -0.594
H -3.007 -1.221 -0.921
H -2.466 -0.741 0.516
*
```

Highest occupied orbital energy in eV: -14.193
E_LUMO in eV: -3.53
Calculated total energy in eV: -9347.927
Kohn-Sham gap in eV: 10.66
Energy relative to the best compared isomer or geometry (same formula, charge and spin) in kcal per mole: 21.4
SMILES: CCNC(=O)C[NH3+]
M in g mol⁻¹: 103.14